C19H48Cl4O15S5 | wB97M-V/def2-TZVPD

## Properties
Orbital gap (Eh): 0.3896
E_HOMO (eV): -10.6
Charge: 0
E_LUMO (eV): -0.023
DFT total energy (Eh): -5712.94538
Energy above the lowest of the compared OMol25 structures with the same formula, charge and spin (eV): 0.416

CARTESIAN COORDINATES (ANGSTROEM)
Cl  -1.11174  0.88639  -1.15409
Cl  0.23344  -2.16129  -1.11374
Cl  -1.45616  3.97925  4.45367
Cl  1.07158  1.66083  5.39726
S  4.00532  -1.12111  -3.17279
S  -6.63386  -0.57598  -4.93626
S  1.95015  3.52005  -2.97763
S  3.35142  -0.12126  2.93539
S  -3.14571  -1.54524  3.95585
O  -2.29254  -0.99495  2.98854
O  3.87646  -2.50852  -3.34280
O  -3.13989  -0.99927  5.25023
O  1.93690  2.21418  -2.40731
O  -7.49460  -1.45995  -5.60666
O  4.29431  -0.80660  2.14131
O  2.40785  4.57739  -2.20778
O  3.76239  -0.30185  -4.28157
O  2.25606  0.48344  2.31082
O  -4.54765  -1.39586  3.32911
O  5.48581  -0.81834  -2.69746
O  -6.10078  0.50637  -5.63127
O  0.52063  3.89361  -3.40574
O  4.04753  0.98481  3.76241
O  -5.47043  -1.44396  -4.34704
C  0.01619  1.70544  3.90418
C  -6.26410  -3.14555  3.18643
C  6.24396  -1.80241  -1.89458
C  -3.31317  -1.49946  -3.03572
C  7.17191  -1.17270  -0.93077
C  -0.06717  0.29706  0.15626
C  -0.36758  2.86989  -4.09617
C  -0.18540  -1.17459  0.34166
C  5.54052  1.00553  4.11031
C  2.78627  -1.25969  4.13913
C  -7.43172  -0.02598  -3.49990
C  2.76554  3.49775  -4.50632
C  6.44990  1.45604  3.01879
C  -1.32870  2.20347  4.17879
C  -4.22835  -0.65166  -3.86131
C  3.20314  -0.54290  -1.80579
C  -1.77970  3.29327  -3.90994
C  -2.87719  -3.29597  4.03821
C  -5.70116  -2.06521  4.07847
H  -2.39289  2.67355  -4.56784
H  -3.73517  -1.68353  -2.04534
H  3.61536  -1.66719  4.71287
H  -5.46593  -3.85801  2.97586
H  -0.16680  0.72553  3.47140
H  -1.85628  -3.33433  4.41499
H  7.82027  -1.84693  -0.38480
H  -1.17898  -1.51780  0.60398
H  -1.92965  4.35242  -4.10607
H  -1.91495  1.85363  3.34049
H  0.93296  0.67105  0.07276
H  -4.54817  0.22026  -3.27777
H  2.54507  4.42383  -5.03867
H  -2.07680  3.05508  -2.89033
H  -5.45638  -2.36176  5.09021
H  6.74726  -2.42945  -2.61939
H  5.55126  -2.45526  -1.35865
H  7.79458  -0.49060  -1.51684
H  -0.13395  1.89517  -3.67144
H  -0.48742  0.73428  1.06443
H  6.19990  2.47242  2.72248
H  -6.71970  0.54303  -2.89692
H  0.46762  2.38016  3.18264
H  2.48726  2.63782  -5.11290
H  -0.05319  2.91730  -5.13953
H  -8.22940  0.64796  -3.79512
H  -2.37096  -0.96064  -2.90675
H  -3.52900  -3.68837  4.81643
H  2.02845  -0.79767  4.76378
H  -3.12379  -2.44693  -3.54647
H  3.84253  3.52140  -4.42671
H  -3.81244  -0.28563  -4.79138
H  7.46396  1.40869  3.42465
H  2.32342  -1.99760  3.48604
H  6.36967  0.74183  2.19908
H  -7.03710  -3.66576  3.74996
H  -1.72680  1.72098  5.05875
H  -7.78232  -0.90203  -2.96260
H  -3.08869  -3.72235  3.06413
H  3.40350  0.48440  -1.55722
H  -6.42446  -1.26440  4.11680
H  2.16245  -0.51104  -2.09393
H  6.62832  -0.56829  -0.20151
H  3.31898  -1.22977  -0.97343
H  -6.71618  -2.84136  2.24798
H  0.55443  -1.41691  1.09075
H  5.77652  -0.00653  4.43609
H  5.48393  1.72487  4.92086


C19H49BCl3N4O8P2 | wB97M-V/def2-TZVPD

## Properties
Orbital gap (Eh): 0.3479
E_HOMO (eV): -12.2
Charge: +1
E_LUMO (eV): -2.730
DFT total energy (Eh): -3662.30926

CARTESIAN COORDINATES (ANGSTROEM)
Cl  -2.45551  3.37950  -3.79198
Cl  -3.78809  2.89371  0.26121
Cl  -1.74837  -1.49611  -4.96713
P  0.69698  3.84716  -2.91934
P  -0.32063  -1.56221  -1.41388
O  2.72091  -1.06120  0.05426
O  -4.99029  -3.73019  3.39822
O  0.50967  5.31302  -2.87904
O  0.57513  -2.27079  1.82363
O  -3.33121  0.14028  -3.73577
O  -1.77146  -1.84779  -1.45985
O  -1.02091  0.98515  2.08218
O  5.65462  -1.39935  0.19845
N  2.20883  3.12062  -0.56382
N  -0.13877  0.19400  -1.03435
N  2.07228  0.72341  1.55618
N  0.06095  3.01524  -1.56727
C  1.27307  0.85694  -0.99535
C  -1.24287  2.35878  -1.50193
C  6.68730  -0.73111  0.92312
C  -2.19782  -0.15964  -3.94989
C  -1.20784  0.89064  -1.91159
C  -2.40315  3.23578  -2.02052
C  -4.45228  -3.81885  1.01150
C  1.77719  -3.65061  3.45459
C  -3.80517  2.82948  -1.53897
C  -2.61300  -0.51675  3.21733
C  2.02457  0.68531  -2.31742
C  -4.91917  3.72141  -2.03872
C  -1.37993  0.34882  3.34241
C  0.98351  2.35386  -0.63574
C  -0.99146  0.55309  -3.39098
C  3.54803  0.84769  -2.23739
C  -4.21128  -4.38127  2.40050
C  6.40436  -0.66963  2.41142
C  0.56615  -3.51340  2.55782
B  2.05852  0.13139  0.25069
H  2.00238  3.37951  -2.93130
H  0.50338  -4.35322  1.86059
H  -4.39857  -5.45996  2.41102
H  -3.17545  -4.22312  2.70348
H  5.48937  -0.10271  2.60743
H  -0.84871  1.45673  -3.98207
H  -0.12371  -0.07279  -3.57043
H  0.39776  -2.22702  -0.43750
H  7.59262  -1.30104  0.72494
H  0.35572  -1.70661  -2.62580
H  6.83611  0.27865  0.52527
H  -3.81649  -4.30274  0.26972
H  -2.45936  -1.28703  2.45784
H  -1.50976  1.12856  4.09542
H  -5.49227  -3.96802  0.71266
H  4.06142  -0.07584  -1.96119
H  1.40702  -2.26375  1.33199
H  -2.19550  4.24138  -1.64474
H  -3.48274  0.07105  2.92516
H  1.81193  -0.29679  -2.75453
H  -4.62540  4.77066  -1.98776
H  3.83603  1.63412  -1.54835
H  2.43566  0.09296  2.26205
H  3.92267  1.11998  -3.22501
H  7.21920  -0.18204  2.94619
H  1.13310  1.02441  1.84251
H  -5.91969  -3.85976  3.18937
H  2.70190  2.88957  0.29025
H  1.73507  -4.58112  4.01892
H  -5.80349  3.59489  -1.41424
H  1.97754  4.10930  -0.53272
H  -5.19308  3.44612  -3.05485
H  -1.44552  2.32227  -0.44249
H  -2.14896  0.42925  -1.60599
H  4.83181  -0.92214  0.33722
H  -0.48027  0.28486  -0.03581
H  0.45651  2.34352  0.32057
H  -0.35556  -3.49331  3.13766
H  1.63268  1.39750  -3.04686
H  -1.76890  1.55709  1.85118
H  -4.01308  1.79942  -1.83189
H  1.82677  -2.82117  4.16099
H  2.76784  -1.36748  -0.85685
H  6.27567  -1.67417  2.81439
H  -4.24777  -2.74832  0.99491
H  2.69855  -3.65536  2.86698
H  0.12166  3.20562  -4.01524
H  -0.51703  -0.24283  3.61081
H  -2.84196  -1.00547  4.16354


C19H49O11V | wB97M-V/def2-TZVPD

## Properties
Orbital gap (Eh): 0.2607
E_HOMO (eV): -9.7
Charge: 0
E_LUMO (eV): -2.600
DFT total energy (Eh): -2525.00017

CARTESIAN COORDINATES (ANGSTROEM)
V  2.91595  -2.25952  1.94585
O  0.73520  -1.47015  -1.32596
O  1.94495  1.87842  1.92430
O  3.34795  -2.78744  3.35607
O  -2.01539  0.33684  -2.58777
O  -1.78780  1.88360  -0.25101
O  0.14290  -4.10194  -0.38481
O  0.63477  0.59002  -0.47036
O  3.57391  -3.16827  0.81904
O  2.20303  2.02182  -2.39908
O  1.82607  -0.54833  3.27116
O  1.74671  -0.97675  0.64263
C  0.17935  3.18691  -3.13839
C  1.56588  4.02780  0.81298
C  1.10234  -0.55849  -0.35574
C  -2.42974  -1.69942  -3.74857
C  1.51915  2.58065  -3.53093
C  1.25913  3.73985  3.29896
C  1.36015  1.54991  -4.64101
C  -3.73031  2.09510  1.14547
C  0.83967  -4.98804  -1.28465
C  -2.27157  1.70910  1.06950
C  1.72527  -0.16286  4.66523
C  -4.31503  -0.09350  -3.20344
C  0.36768  0.51047  4.87250
C  -2.01440  0.28495  1.56764
C  0.13797  -5.07375  -2.62214
C  0.95709  -6.33397  -0.59704
C  2.06559  3.34493  2.07534
C  -2.99959  -0.72001  -2.74565
C  1.89005  -1.34470  5.60158
H  0.30584  3.90751  -2.33065
H  -3.10627  -1.19463  -1.75817
H  1.64134  0.27572  2.75576
H  1.69186  -1.00641  6.61335
H  -2.51800  0.10268  2.52018
H  1.48384  -6.20698  0.35150
H  0.17744  -0.88969  -1.89878
H  2.89957  -1.75044  5.54786
H  0.07983  0.62696  5.91361
H  -4.69774  0.57633  -2.43264
H  -1.75950  2.36385  1.79111
H  -4.38340  1.51454  0.49512
H  -0.88745  1.51526  -0.32407
H  1.61096  3.20477  4.18582
H  -4.16482  0.39221  -4.16750
H  -3.84706  3.15738  0.91306
H  0.19689  3.52339  3.18016
H  2.29549  1.09692  -4.96369
H  -1.37508  -1.88270  -3.51953
H  0.73931  0.70530  -4.29802
H  -2.40830  -1.30308  -4.76534
H  0.53074  3.77723  0.57315
H  2.14832  3.38648  -3.93033
H  -0.02721  -6.73181  -0.31580
H  0.29743  -3.19853  -0.69630
H  1.32641  4.80868  3.52584
H  -0.94041  0.15575  1.75323
H  0.29079  -4.13287  -3.17267
H  1.86898  -4.60907  -1.37401
H  -2.28170  0.91916  -1.84748
H  -4.04377  2.00234  2.18757
H  -2.93867  -2.66034  -3.68829
H  0.30693  1.45913  4.32959
H  1.59238  1.47089  -1.87741
H  1.58522  5.11609  0.93944
H  -0.94259  -5.09415  -2.47941
H  -2.28289  -0.49265  0.84865
H  -0.49262  2.40790  -2.77103
H  0.53328  -5.84474  -3.28047
H  -0.41529  -0.08164  4.37840
H  0.79598  1.96645  -5.48138
H  2.50487  0.58364  4.86703
H  -5.10134  -0.83864  -3.37984
H  -0.25112  3.69943  -4.00016
H  2.18506  3.79214  -0.05488
H  3.13240  3.53630  2.21723
H  1.55664  1.65286  1.05647
H  1.19669  -2.13444  5.30496
H  1.41380  -7.09774  -1.22296


C19H50CrF4N2O18S4 | wB97M-V/def2-TZVPD

## Properties
Orbital gap (spin up / spin down) (Eh): 0.1414 / 0.1896
E_HOMO (spin up / spin down) (eV): -10.9 / -10.9
Charge: +1
Multiplicity: 4
E_LUMO (spin up / spin down) (eV): -7.047 / -5.736
DFT total energy (Eh): -5254.05037

CARTESIAN COORDINATES (ANGSTROEM)
Cr  -15.32181  11.85346  -10.97387
S  -15.37938  8.80281  -12.49772
S  -18.53560  11.16581  -11.58075
S  -17.65588  13.01185  -13.01598
S  -14.65423  8.71993  -10.21305
F  -13.95577  9.63792  -9.08003
F  -17.88367  9.97072  -10.73458
F  -16.61162  14.17289  -12.75547
F  -16.01625  9.91181  -13.42949
O  -16.91778  10.72518  -17.46338
O  -12.21150  8.35716  -15.17546
O  -13.32778  12.09033  -10.27349
O  -17.28722  12.53131  -14.30957
O  -14.86345  2.29939  -9.68718
O  -16.44783  7.87828  -12.33544
O  -12.91113  10.85292  -14.31071
O  -15.71980  8.10652  -9.49407
O  -14.20698  8.43195  -13.25490
O  -11.08284  10.90091  -11.18976
O  -15.94026  11.82860  -9.00591
O  -18.34526  11.37631  -7.39827
O  -14.45295  12.38023  -12.78674
O  -19.47031  5.98061  -9.85144
O  -19.46367  11.67828  -10.60734
O  -18.92256  13.65347  -12.86275
O  -13.52531  7.92876  -10.56430
O  -19.01481  10.51619  -12.75836
N  -15.12323  9.93275  -11.14802
N  -17.11618  11.97178  -11.68353
C  -13.93246  3.36609  -9.74058
C  -21.38251  6.44772  -11.11740
C  -19.16508  11.59281  -6.22050
C  -18.51751  9.30702  -6.37821
C  -16.10005  4.30240  -10.17727
C  -19.48812  10.20825  -5.61683
C  -20.35402  7.54364  -11.29179
C  -15.84923  8.90739  -18.36858
C  -17.21632  9.46851  -18.06456
C  -15.19521  9.21765  -17.03272
C  -18.37368  9.98589  -7.73135
C  -10.25352  8.65778  -11.19290
C  -19.08068  6.82766  -10.96757
C  -9.37699  10.37592  -9.59436
C  -14.61427  4.44426  -10.56323
C  -10.61265  9.84440  -10.32181
C  -16.20165  2.79794  -9.85160
C  -15.73019  10.61365  -16.65723
C  -20.82508  5.58734  -9.96614
H  -13.10286  2.96504  -10.32516
H  -15.97004  10.75055  -15.60234
H  -22.40212  6.81467  -10.96356
H  -18.22249  7.40762  -10.62821
H  -15.91471  7.84486  -18.61003
H  -21.45674  5.81780  -9.10734
H  -9.59519  11.20338  -8.91363
H  -8.96890  9.57643  -8.96985
H  -21.59913  5.76943  -11.94999
H  -17.43666  9.59475  -8.12910
H  -15.36388  9.39427  -19.21373
H  -12.92651  10.04144  -14.84855
H  -14.06164  11.57431  -13.24313
H  -9.41989  8.89497  -11.86064
H  -20.54802  9.98681  -5.72461
H  -14.10299  9.26288  -17.04790
H  -16.71295  4.49101  -11.05403
H  -15.01870  11.40165  -16.91767
H  -15.49101  8.47032  -16.29361
H  -10.40187  11.09555  -11.84214
H  -17.83579  8.76525  -17.49681
H  -16.76385  2.36262  -10.67980
H  -20.49298  8.28818  -10.50098
H  -13.60348  3.77484  -8.78020
H  -14.29908  13.11373  -13.39692
H  -15.70823  11.26709  -8.24628
H  -11.44576  9.64364  -9.65192
H  -18.57140  12.22817  -5.55619
H  -12.80650  8.17225  -14.43497
H  -19.24457  10.17123  -4.55633
H  -9.86693  7.84254  -10.57855
H  -16.21662  4.94862  -9.30918
H  -20.32799  8.11004  -12.22316
H  -16.51633  12.52786  -8.64062
H  -20.84229  4.54827  -10.29783
H  -8.56544  10.74908  -10.22104
H  -13.25032  12.48037  -9.39000
H  -11.92160  7.49401  -15.48914
H  -14.47671  4.19710  -11.61864
H  -12.42202  11.69767  -10.46577
H  -11.11030  8.36979  -11.79361
H  -19.97353  12.25612  -6.53438
H  -17.82334  9.73891  -18.93100
H  -19.24444  9.74886  -8.34416
H  -16.76572  2.58799  -8.94253
H  -18.90053  8.29073  -6.47158
H  -17.55808  9.30824  -5.85961
H  -14.26606  5.45964  -10.37578
H  -18.64344  6.21961  -11.76892
H  -12.35589  11.46515  -14.80939


C19H50FN2O19P4 | wB97M-V/def2-TZVPD

## Properties
Orbital gap (Eh): 0.1061
E_HOMO (eV): -4.6
Charge: -1
E_LUMO (eV): -1.692
DFT total energy (Eh): -3757.71288
Energy above the lowest of the compared OMol25 structures with the same formula, charge and spin (eV): 15.576

CARTESIAN COORDINATES (ANGSTROEM)
P  1.66428  0.90299  4.23413
P  3.20987  -5.74868  6.41274
P  -5.16905  4.02738  -7.01210
P  2.33773  4.23670  -3.50109
F  -4.71220  0.33512  -2.70004
O  -3.52632  4.10866  -7.07186
O  2.77170  5.57872  -4.50285
O  1.90379  2.89476  -2.49922
O  3.53442  -5.42135  8.08019
O  1.40168  2.15726  5.26689
O  2.09710  -6.88257  6.84262
O  3.83673  3.59551  -3.72614
O  -5.25565  5.72273  -7.34549
O  -5.68301  3.72694  -8.42176
O  0.81936  0.39830  -0.94873
O  -1.52714  -0.86361  0.63226
O  2.49365  -4.40251  6.28469
O  0.78547  1.74416  3.00408
O  -5.08247  2.33205  -6.67857
O  2.88544  -6.07610  4.74528
O  2.54298  0.06175  5.46420
O  2.96908  1.17091  3.48095
O  1.42271  3.70971  -4.60860
O  -1.89164  -3.23222  0.77210
N  -2.10221  -3.46058  -2.34169
N  -0.90040  -4.06333  -2.01030
C  -1.69870  -0.84965  -2.38625
C  -5.51269  1.95880  -5.38553
C  1.70066  3.21197  -1.13743
C  -5.75510  6.47530  -6.26202
C  -0.42945  1.11408  2.66246
C  2.84905  6.79616  -3.79461
C  -3.99488  -1.94158  -1.61252
C  -0.15996  -1.02755  -2.91729
C  2.53768  -8.02551  7.54332
C  4.82255  -5.80066  8.51973
C  3.97469  -6.67208  4.07591
C  1.91844  -1.11200  5.94236
C  -2.79572  3.82395  -5.89859
C  4.68476  3.45875  -2.60652
C  -1.89967  -2.15906  -0.02606
C  0.99365  -0.86586  -1.73684
C  -4.44981  -0.38148  -1.39630
C  -2.33462  -2.15180  -1.62230
C  0.62714  1.92527  6.42348
H  3.13037  7.59547  -4.48946
H  3.58207  -8.25592  7.31042
H  0.82007  0.09622  0.01018
H  -5.77783  7.53403  -6.54386
H  2.02028  -0.70920  -2.32330
H  5.29534  -4.94404  9.00890
H  5.72113  3.59008  -2.92230
H  2.63053  -1.94027  5.88303
H  -0.92952  1.70212  1.88464
H  2.43111  -7.85226  8.61800
H  -0.33279  -4.17731  -2.90316
H  4.45016  4.20164  -1.83766
H  -2.50970  2.76826  -5.89984
H  4.57323  2.45312  -2.19110
H  1.02959  -1.36039  5.36000
H  -4.65673  1.57418  -4.82438
H  5.44948  -6.13119  7.68991
H  -4.35134  -2.53124  -0.63863
H  0.72441  2.82819  -0.82716
H  1.91592  -8.87869  7.26669
H  1.87564  7.03203  -3.35419
H  4.83943  -6.00234  4.10424
H  -2.36858  -0.64704  -3.35285
H  -1.07954  1.05395  3.53982
H  1.63666  -0.96275  6.98822
H  -1.11990  -5.06606  -1.74228
H  -6.77074  6.14838  -6.01969
H  1.73381  4.28922  -0.96617
H  3.60433  6.72367  -3.00703
H  3.69589  -6.85224  3.03156
H  4.22844  -7.62507  4.54859
H  0.06568  -2.06356  -3.44008
H  -5.94855  2.80235  -4.84761
H  0.07327  2.83190  6.67308
H  -5.10759  6.35052  -5.38957
H  -5.46954  -0.34429  -0.77708
H  -3.67773  0.24254  -0.73444
H  -3.38334  4.04401  -5.00173
H  -0.08223  1.10620  6.26858
H  -4.51658  -2.48833  -2.51596
H  2.47717  2.72589  -0.54056
H  -1.88746  4.42887  -5.88494
H  4.72465  -6.61225  9.24585
H  1.29068  1.68289  7.25850
H  0.11742  -0.19758  -3.72944
H  -6.26031  1.16554  -5.47728
H  -1.73395  0.15353  -1.76112
H  -2.92428  -4.10720  -2.22409
H  -0.23129  0.10896  2.27829
H  1.07884  -1.81426  -1.03826